# 1
Entry from the OMol25 dataset: a structure of composition C21H52N4O6V at a distorted geometry (the ωB97M-V functional and the def2-TZVPD basis).

XYZ file:
```
84
Properties=species:S:1:pos:R:3:lowdin_charge:R:1
O 11.43 -13.64 -6.87 -0.271
O 14.26 -12.46 -6.51 -0.318
H 15.99 -12.44 -11.27 0.056
H 15.72 -14.12 -9.05 0.064
H 10.86 -14.16 -4.31 0.128
H 11.38 -19.45 -1.10 0.089
H 14.72 -18.29 -0.71 0.115
C 14.41 -18.31 -1.76 -0.213
C 17.06 -13.22 -4.07 -0.043
H 17.03 -17.15 -1.72 0.079
C 14.99 -17.10 -2.58 -0.413
O 13.64 -14.63 -10.79 -0.005
H 13.69 -16.00 -1.53 0.079
H 13.18 -15.45 -11.00 0.111
H 10.84 -12.75 -8.70 0.082
H 9.19 -12.73 -3.34 0.081
H 12.42 -11.86 -4.91 0.102
C 13.76 -13.70 -13.57 -0.053
C 10.98 -13.13 -4.64 -0.422
H 12.57 -12.60 -3.53 0.095
H 11.85 -14.19 -8.89 0.071
H 12.90 -20.34 -1.53 0.091
C 11.06 -13.74 -8.30 -0.030
H 14.89 -19.25 -2.03 0.115
H 16.30 -17.29 -9.89 0.083
H 12.69 -19.31 -0.01 0.084
H 13.06 -11.80 -8.04 0.085
H 16.19 -12.79 -6.64 0.137
N 15.16 -14.47 -4.68 0.028
H 9.44 -13.39 -6.11 0.138
H 13.73 -12.97 -14.38 0.080
C 15.93 -15.41 -10.84 -0.488
H 15.98 -14.94 -5.02 0.093
H 15.70 -11.30 -5.71 0.130
H 16.95 -16.34 -3.25 0.051
H 14.79 -11.52 -8.28 0.087
H 10.04 -11.28 -3.85 0.077
C 10.17 -12.34 -3.63 -0.060
C 15.12 -12.38 -11.92 -0.034
H 17.63 -13.91 -4.69 0.084
C 16.53 -17.18 -2.69 -0.047
H 17.10 -13.61 -3.05 0.077
H 10.13 -14.25 -8.53 0.091
O 12.54 -15.80 -5.26 -0.528
H 14.98 -15.00 -3.84 0.048
C 16.15 -14.05 -13.50 -0.142
H 17.81 -13.65 -12.11 0.096
H 10.41 -11.97 -6.43 0.129
H 15.07 -17.34 -11.09 0.088
H 16.42 -13.19 -14.11 0.116
O 13.00 -18.39 -1.81 -0.184
C 16.48 -14.55 -9.70 -0.031
H 16.81 -18.08 -3.25 0.080
V 13.27 -14.46 -5.91 0.654
O 13.74 -14.94 -7.32 -0.439
H 17.02 -13.65 -10.01 0.060
N 14.65 -15.92 -1.84 0.031
C 12.47 -19.45 -1.06 -0.110
H 14.86 -12.61 -3.83 0.134
H 14.31 -12.12 -11.25 0.078
H 14.49 -17.17 -3.54 0.134
C 13.98 -11.52 -7.54 -0.063
C 17.41 -14.45 -12.73 -0.195
H 15.87 -14.86 -14.18 0.112
C 15.45 -16.73 -10.28 -0.046
H 17.10 -15.24 -9.14 0.085
H 13.93 -10.48 -7.23 0.087
N 12.36 -12.78 -4.50 0.029
H 10.72 -12.29 -2.69 0.071
C 10.46 -13.00 -6.10 -0.170
H 17.48 -12.21 -4.09 0.076
H 14.74 -16.63 -9.46 0.081
H 15.09 -16.00 -0.93 0.074
H 18.03 -16.03 -11.38 0.113
H 16.91 -16.49 -12.61 0.112
H 15.29 -11.60 -12.67 0.087
C 17.12 -15.71 -11.88 -0.107
H 13.59 -14.70 -13.98 0.080
C 15.57 -13.09 -4.51 -0.372
N 14.77 -14.86 -11.55 -0.129
C 15.56 -12.37 -5.86 -0.129
H 12.85 -13.36 -13.08 0.068
C 14.94 -13.76 -12.55 -0.470
H 18.21 -14.63 -13.45 0.103
```

Properties
spin multiplicity: 2
orbital gap (alpha / beta): 5.42 / 7.34 eV
HOMO level (alpha / beta): -5.0 / -6.9 eV
LUMO level (alpha / beta): 0.452 / 0.450 eV

***

# 2
Entry from the OMol25 dataset: a structure of composition C21H52N4SSi5Zn at a distorted geometry (the ωB97M-V functional and the def2-TZVPD basis).

XYZ file:
```
84
Properties=species:S:1:pos:R:3:lowdin_charge:R:1
H 5.98 -5.81 0.12 0.023
H 3.65 1.48 -0.51 0.073
H 0.12 6.09 1.23 0.014
N -2.14 0.56 1.02 -0.096
H 3.64 4.66 0.68 0.011
C -3.09 -0.05 0.10 -0.205
H -4.03 -0.31 0.60 0.117
H 0.49 0.01 3.10 0.071
H 3.77 1.77 3.41 0.028
Si 0.75 2.50 -0.03 0.352
C 2.07 4.77 -2.60 -0.223
H -2.21 -2.03 0.21 0.099
N 0.05 -0.60 2.42 -0.030
H -1.62 -1.82 2.32 0.102
H -0.82 -1.80 -1.57 0.034
H 0.48 5.97 -0.47 -0.001
H 0.41 2.38 -4.46 0.023
H 6.08 -2.02 -0.46 0.095
H 2.47 5.46 1.69 0.006
H 1.21 5.42 -2.63 0.009
C 2.76 -1.62 -0.10 -0.768
C -2.30 4.06 -1.22 -0.220
H -1.97 1.12 3.00 0.112
H 3.89 4.75 2.41 0.023
Si 1.54 2.95 -2.27 0.398
H 2.95 1.97 -4.13 0.028
H -0.44 1.65 -3.12 -0.002
H 1.75 3.32 4.31 0.029
H 3.83 -4.32 2.44 0.028
H -1.41 -1.07 3.91 0.119
N -1.32 -0.96 -1.32 -0.027
C 3.49 1.66 2.37 -0.217
H 3.80 -4.58 -2.50 0.026
H -2.76 5.00 1.83 0.032
H 0.59 -1.46 2.39 0.017
C 5.03 -0.17 -0.52 -0.060
C 2.94 1.88 -3.05 -0.225
H 2.24 -4.55 -1.71 -0.005
H -2.49 3.04 -1.56 0.001
H -3.29 -1.78 -1.18 0.117
H 6.45 -4.28 0.82 0.026
H -3.28 -0.04 2.71 0.118
H 0.58 2.20 3.63 0.000
H -3.26 4.49 -0.95 0.025
C 3.26 -4.90 -1.62 -0.179
C 0.07 2.55 -3.45 -0.222
H -0.66 3.35 -3.48 0.002
H -1.91 4.62 -2.05 0.012
H 5.91 0.43 -0.70 0.104
H 3.41 -5.86 1.70 0.021
N 2.68 -0.29 -0.22 -0.032
H 3.93 2.16 -2.70 0.018
Si 4.08 -4.20 -0.05 0.553
C 3.14 4.61 1.64 -0.218
C 3.32 -4.79 1.59 -0.192
H 2.79 0.83 -2.81 0.012
Si 2.19 2.96 1.84 0.376
C 1.13 3.12 3.44 -0.215
H -2.81 3.26 1.90 0.004
Si -1.04 4.10 0.24 0.381
C -2.51 -1.31 -0.56 -0.252
H 4.41 1.74 1.79 0.015
H -1.54 4.13 2.71 -0.002
C 5.91 -4.74 -0.01 -0.188
H 6.43 -4.49 -0.93 0.022
C -2.14 4.11 1.82 -0.212
Zn 0.31 0.13 0.16 0.443
C -2.26 0.24 2.43 -0.208
H -3.30 0.68 -0.69 0.114
H 3.11 0.65 2.23 0.005
C 5.12 -1.55 -0.40 -0.079
S 1.27 -2.41 0.14 0.623
H 2.27 -4.53 1.66 -0.025
C 3.99 -2.31 -0.18 -0.258
H -1.05 6.63 0.04 0.027
H -2.17 1.57 0.91 0.035
H 3.24 -5.99 -1.61 0.020
H -1.59 -0.48 -2.18 0.083
C -1.32 -0.91 2.83 -0.243
C -0.31 5.86 0.26 -0.219
C 3.78 0.41 -0.43 -0.229
H 2.73 5.13 -1.82 0.008
H 0.40 3.92 3.37 -0.006
H 2.59 4.86 -3.54 0.022
```

Properties
orbital gap: 7.67 eV
HOMO level: -7.4 eV
LUMO level: 0.277 eV

***

# 3
Entry from the OMol25 dataset: a structure of composition C21H53BeCl2F2LiN4O12PSi2 at a distorted geometry (the ωB97M-V functional and the def2-TZVPD basis).

XYZ file:
```
99
Properties=species:S:1:pos:R:3:lowdin_charge:R:1
C -4.22 -2.13 -0.28 -0.074
H 0.03 -0.85 2.13 0.076
H 5.04 0.43 -1.91 0.064
H -3.55 -3.51 1.16 0.114
O -7.21 -7.21 -3.52 -0.368
H -3.78 1.18 4.13 -0.003
F -1.74 3.39 2.71 -0.606
H -2.16 6.34 -1.59 0.054
H 10.55 -2.26 2.38 0.072
H -2.54 -2.13 2.74 0.118
C -3.00 -1.57 1.92 -0.165
H 7.54 -0.51 1.68 0.106
H -3.76 -2.86 -5.14 0.103
H 9.43 -1.05 2.90 0.072
Li 6.31 1.60 -0.75 0.797
H -6.50 -0.69 0.59 0.100
N -2.40 -3.39 -3.63 -0.450
H 1.08 6.34 4.37 0.093
C 0.86 6.41 2.34 -0.673
C 4.40 0.22 -1.03 -0.354
H 8.81 -3.07 0.71 0.115
O 1.64 0.15 -0.26 -0.397
H -1.15 1.39 0.49 0.088
N -8.30 -2.24 -5.07 -0.638
O 3.96 1.75 2.58 -0.216
F -2.47 8.33 -0.20 -0.741
C 7.14 -0.89 -0.42 -0.223
C -2.79 -3.36 -5.07 0.055
H 9.06 -2.80 3.11 0.076
H 1.32 2.71 0.25 -0.017
C -0.56 1.15 1.37 -0.262
H -1.13 6.85 -0.26 0.027
N 1.53 6.08 3.51 0.138
H -1.38 -0.06 2.90 0.109
O -2.22 -4.47 -3.11 0.050
H -2.03 -2.80 -5.61 0.101
H -3.39 -1.96 -0.97 0.097
C 7.49 -1.38 1.01 -0.198
H -2.06 4.94 1.16 0.031
H 2.72 -0.84 2.24 0.036
O 2.54 -0.41 3.09 -0.183
H -3.57 -0.74 2.33 0.109
C -5.97 -3.04 -1.82 -0.068
O 1.70 1.82 3.86 -0.272
H -4.93 -2.51 1.67 0.111
H 6.11 -1.46 -2.20 0.117
O -8.75 -2.44 -3.91 -0.107
C 6.06 -1.68 -1.13 -0.202
C 9.49 -2.04 2.46 -0.106
Be -6.81 -5.13 -2.99 1.025
Si 1.19 1.37 0.84 0.518
H -2.21 -0.37 0.31 0.130
C -3.97 -2.50 1.16 -0.166
H 6.22 -2.75 -1.00 0.128
C -1.84 -1.06 1.06 -0.369
H 4.51 -1.45 0.42 0.110
C -0.86 -0.25 1.96 -0.197
H -7.36 -1.00 -0.97 0.082
H -0.72 1.92 2.14 0.044
H 9.55 -1.48 0.41 0.103
C 4.68 -1.26 -0.64 -0.240
O -0.20 6.99 2.35 0.071
H 2.38 5.56 1.18 0.064
H -6.73 -7.91 -3.06 -0.068
O -9.03 -1.76 -5.94 0.000
C -1.04 -2.21 0.42 -0.064
C -5.47 -1.97 -0.79 -0.260
H 3.94 -1.88 -1.16 0.113
H -0.45 -2.72 1.18 0.078
C -6.40 -0.84 -0.49 -0.011
O -7.11 -2.53 -5.34 -0.114
H -1.68 -2.94 -0.08 0.052
C -2.57 5.40 0.31 -0.636
H -3.19 2.32 3.29 -0.012
H -5.95 0.06 -0.91 0.105
H -6.49 -2.53 -2.66 0.055
H 1.05 6.25 0.31 0.036
H 2.58 2.11 -1.57 -0.013
H 4.55 1.02 2.81 0.043
H 6.88 0.17 -0.38 0.025
Cl -0.36 4.78 -1.23 0.420
P 2.41 1.20 2.76 0.406
Cl -3.62 4.12 -0.43 0.449
H 8.06 -0.99 -0.99 0.112
H 6.71 -2.03 1.40 0.120
H 2.40 5.60 3.53 0.068
O -4.04 1.86 3.50 -0.114
C -1.64 5.99 -0.70 -0.634
Si 2.62 0.64 -1.49 0.516
O -2.29 -2.32 -3.08 0.067
N 1.50 6.03 1.19 0.135
H -0.34 -1.77 -0.30 0.070
H 2.22 0.13 -2.81 -0.010
H 4.64 0.87 -0.17 0.035
C 8.87 -2.04 1.06 -0.260
H -3.22 6.18 0.67 0.069
H -6.66 -3.71 -1.31 0.063
H -5.08 -3.54 -2.22 0.056
H -2.86 -4.38 -5.43 0.093
```

Properties
net charge: -1
orbital gap: 1.11 eV
HOMO level: -3.3 eV
LUMO level: -2.143 eV

***

# 4
Entry from the OMol25 dataset: a cluster of 9 separate species, C21H53ClN5O8S3 in total at a distorted geometry (the ωB97M-V functional and the def2-TZVPD basis).

XYZ file:
```
91
Properties=species:S:1:pos:R:3:lowdin_charge:R:1
H -13.81 -12.89 -18.33 0.019
H -16.58 -12.65 -23.55 0.096
N -20.26 -11.01 -17.28 0.010
C -16.63 -7.89 -19.02 -0.261
H -19.38 -12.32 -19.65 0.050
H -21.24 -8.37 -18.95 0.083
O -14.56 -12.29 -13.49 0.044
H -15.94 -12.11 -16.28 0.016
N -15.73 -11.68 -15.39 0.007
H -16.67 -10.23 -20.48 0.060
C -20.29 -9.71 -17.63 -0.534
H -17.56 -19.24 -17.98 0.081
C -19.64 -12.53 -20.69 -0.008
H -20.59 -12.02 -20.85 0.076
H -16.70 -14.17 -14.75 0.060
H -19.03 -15.65 -18.46 0.039
H -15.25 -17.32 -21.69 0.092
S -11.81 -16.24 -16.58 0.828
C -13.37 -16.54 -17.61 -0.233
H -13.22 -15.94 -14.52 0.028
S -15.11 -8.71 -19.60 0.825
C -19.94 -15.15 -18.12 -0.285
H -13.29 -17.57 -15.15 0.040
C -15.63 -13.98 -14.68 -0.022
N -17.43 -12.91 -21.63 0.010
H -19.20 -14.20 -15.32 0.028
C -15.42 -10.27 -15.39 -0.078
H -15.23 -14.57 -13.85 0.079
H -19.95 -13.57 -20.73 0.067
O -20.40 -17.38 -16.89 -0.548
H -19.64 -12.09 -15.72 0.078
C -19.21 -15.26 -15.58 -0.263
H -16.89 -8.39 -18.09 0.017
C -12.03 -12.31 -17.49 -0.082
C -12.30 -12.86 -19.86 -0.521
H -15.14 -14.35 -15.59 0.051
H -13.51 -12.63 -21.70 0.070
H -14.00 -15.65 -17.66 0.006
H -12.27 -13.00 -16.68 0.061
C -15.82 -10.31 -19.80 -0.304
H -20.52 -15.36 -19.01 0.049
H -15.62 -12.08 -22.25 0.063
H -22.31 -8.89 -17.62 0.085
S -20.57 -15.93 -16.62 0.814
H -16.28 -6.89 -18.73 0.042
H -13.93 -17.39 -17.22 0.030
O -11.21 -12.46 -20.20 0.039
H -21.92 -9.91 -19.05 0.069
C -18.56 -12.22 -21.72 -0.537
H -19.28 -15.72 -14.60 0.047
H -17.63 -17.42 -17.79 0.041
C -16.45 -18.16 -19.48 -0.525
C -21.53 -9.20 -18.32 -0.005
H -15.44 -9.81 -14.40 0.089
H -16.25 -15.90 -21.66 0.072
C -19.14 -11.65 -16.58 -0.063
H -10.95 -12.23 -17.64 0.086
Cl -16.25 -13.57 -18.34 -0.137
H -16.06 -10.71 -18.81 0.009
H -15.91 -9.68 -16.16 0.064
N -16.18 -16.90 -19.85 -0.009
H -15.03 -10.91 -20.25 0.030
O -14.89 -8.19 -21.03 -0.581
H -19.92 -14.06 -18.03 0.023
H -12.35 -11.32 -17.18 0.072
H -15.82 -13.85 -22.36 0.063
H -13.02 -16.77 -18.62 0.047
H -16.35 -16.06 -19.31 0.038
O -16.17 -19.11 -20.21 0.022
C -15.30 -12.56 -14.41 -0.554
C -13.31 -13.37 -20.93 -0.023
C -15.57 -16.49 -21.05 -0.088
H -17.50 -7.89 -19.66 0.065
H -12.96 -14.29 -21.40 0.078
C -17.02 -18.30 -18.03 0.021
N -12.83 -12.80 -18.59 0.006
O -10.97 -17.41 -16.91 -0.577
H -17.46 -13.43 -20.76 0.055
H -18.57 -12.33 -17.22 0.018
O -18.78 -11.30 -22.55 -0.010
H -21.10 -11.54 -17.44 0.132
C -16.30 -12.89 -22.52 -0.053
H -14.74 -15.85 -20.75 0.062
O -19.41 -8.92 -17.21 -0.001
H -18.26 -15.55 -16.03 0.039
H -14.40 -10.13 -15.75 0.070
H -16.19 -18.36 -17.33 0.061
H -14.24 -13.64 -20.43 0.007
H -18.37 -10.99 -16.18 0.071
H -11.83 -17.03 -14.30 0.043
C -12.62 -16.72 -14.98 -0.243
```

Properties
net charge: -1
orbital gap: 8.60 eV
HOMO level: -6.8 eV
LUMO level: 1.817 eV

***

# 5
Entry from the OMol25 dataset: a cluster of 11 separate species, C21H53FN10O22PS in total at a distorted geometry (the ωB97M-V functional and the def2-TZVPD basis).

XYZ file:
```
109
Properties=species:S:1:pos:R:3:lowdin_charge:R:1
C 2.58 3.47 1.60 -0.048
C 7.75 0.73 4.48 0.013
H 3.52 -5.59 -7.29 0.105
S -2.41 0.29 0.24 0.723
C -0.34 -1.84 1.60 -0.319
O 1.40 -5.56 -8.81 0.044
H -3.45 0.93 2.81 0.045
H 4.97 0.11 0.79 0.109
O -10.80 -0.93 -0.21 0.058
O -10.73 1.08 -1.12 0.029
N 1.70 -6.39 -7.94 -0.427
H 7.71 0.83 5.56 0.098
H -0.04 -1.15 -0.84 0.026
H 7.38 -0.25 4.17 0.086
H 3.90 -1.41 0.22 0.118
O 1.64 0.20 -0.68 -0.392
N 9.17 0.87 4.06 -0.420
O -5.64 0.50 -3.09 0.054
H -4.30 1.31 4.35 0.089
C -6.85 -1.46 -2.70 0.047
O 1.19 0.04 1.89 -0.384
H 3.41 4.32 1.51 0.056
C -3.35 1.37 3.80 0.029
C 2.95 0.09 -5.75 0.040
H -1.43 2.21 -2.12 0.061
N 3.17 -3.83 -3.37 -0.407
C 4.21 -0.29 -0.03 -0.194
O 1.55 -1.76 -5.87 0.026
H 1.63 -1.75 0.40 0.028
H 7.18 1.52 3.99 0.092
O 7.17 4.61 7.88 0.044
N -10.43 0.25 -0.25 -0.413
H -2.05 -2.96 0.42 0.096
H -1.03 -4.11 1.63 0.108
H 3.25 -0.08 2.15 0.120
O -6.49 0.17 -1.08 0.031
H -1.12 -1.29 2.29 0.062
O 6.51 2.50 7.93 0.050
C 2.84 2.15 2.29 -0.079
H -2.88 1.97 -3.31 0.079
C -0.61 0.77 0.38 -0.559
N 4.40 -0.31 5.00 -0.392
H -0.50 1.37 1.41 0.060
F -0.05 -3.66 -0.23 -0.213
H 3.65 -0.43 -5.09 0.091
O -1.20 0.54 4.05 0.043
H 2.41 0.35 4.92 0.097
H 0.48 -2.29 2.35 0.090
H 2.87 1.14 -5.47 0.098
O 3.68 -4.79 -3.97 0.026
H -3.10 3.02 -1.76 0.077
O -10.90 5.50 -1.16 0.043
H -2.99 -0.31 -2.14 0.084
H 4.27 -0.50 -2.37 0.051
N 1.62 -0.56 -5.59 -0.417
H 3.03 1.72 -0.54 0.143
H 1.18 -3.18 -3.45 0.097
C -9.54 0.72 0.85 0.046
C 5.00 -0.21 -1.49 -0.145
O 3.73 -2.77 -3.09 0.039
H 1.46 3.61 1.22 0.073
P 0.61 -0.71 0.39 0.467
H -6.41 -2.24 -2.07 0.106
H 5.87 -1.02 -1.41 0.078
C -0.99 -3.20 0.86 -0.171
H -9.36 -0.11 1.54 0.100
C 2.59 -5.92 -6.84 0.030
H -3.00 2.40 3.75 0.103
H 2.61 -1.43 5.10 0.104
H 1.38 -4.95 -3.27 0.095
H 6.06 2.67 5.57 0.045
H 3.31 2.25 3.39 0.082
H -7.93 -1.41 -2.58 0.096
O 4.91 -1.26 4.40 0.065
C 6.44 3.64 5.90 0.036
H 5.69 4.42 5.74 0.106
C 2.98 -0.45 5.41 0.055
H -6.58 -1.62 -3.75 0.098
N -6.28 -0.16 -2.25 -0.416
H 2.94 -0.35 6.50 0.103
O -2.69 0.01 5.58 0.032
H 5.51 0.83 -1.63 0.068
H 7.38 3.89 5.39 0.103
N -10.69 5.17 -2.33 -0.426
H 2.76 -6.75 -6.15 0.096
H 2.08 -5.10 -6.33 0.092
O -10.05 5.82 -3.17 0.050
H -0.22 1.51 -0.45 0.060
O 0.69 0.15 -5.20 0.066
H 1.71 -3.87 -1.87 0.091
H -4.30 0.78 -1.33 0.037
C -2.59 2.04 -2.15 -0.177
N 6.73 3.58 7.36 -0.417
C -11.25 3.87 -2.78 0.036
C 1.75 -3.97 -2.96 0.048
O 9.68 -0.09 3.47 0.056
H -10.99 3.71 -3.83 0.098
C 2.86 0.69 0.01 -0.280
H -10.82 3.09 -2.15 0.067
H -12.34 3.92 -2.66 0.103
H -10.05 1.54 1.36 0.104
O 4.96 0.76 5.28 0.009
H 3.25 -0.01 -6.80 0.098
C -3.12 0.66 -1.46 -0.556
N -2.33 0.57 4.54 -0.418
C 2.50 0.68 1.62 -0.303
O 9.73 1.93 4.34 0.036
H -8.60 1.05 0.40 0.090
O 1.32 -7.57 -7.90 0.043
```

Properties
net charge: -1
orbital gap: 5.49 eV
HOMO level: -4.7 eV
LUMO level: 0.785 eV

***

Number 4 is which compound? C21H53ClN5O8S3